{"formula": "C2H3P3", "method": "wB97M-V/def2-TZVPD", "lumo_ha": -0.0328, "smiles": "C1=P[PH]#P=C1", "homo_ev": -8.79, "e_above_lowest_kj_mol": 81.8, "max_force_ev_per_a": 5.91, "orbital_gap_ev": 7.89, "total_energy_ev": -29986.79484, "symbols": ["C", "P", "P", "P", "C", "H", "H", "H"], "coordinates": [[-0.740, -0.758, 0.053], [0.634, -1.582, -0.519], [2.023, 0.038, -0.353], [0.778, 1.561, 0.644], [-0.733, 0.693, 0.616], [-1.766, -1.230, 0.169], [1.353, 0.172, -1.693], [-1.549, 1.106, 1.082]], "atomic_forces_ev_per_a": [[-1.5, 2.2, 1.7], [-1.5, 0.0, 0.3], [-0.1, 0.7, -0.8], [-1.5, -0.8, -0.5], [4.5, -3.3, -2.0], [1.5, 0.3, -0.5], [0.8, 0.3, 0.9], [-2.1, 0.7, 0.8]], "lowdin_charge": [-0.620, 0.530, 0.198, 0.544, -0.550, 0.038, -0.112, -0.028]}

{"formula": "C10H16", "method": "wB97M-V/def2-TZVPD", "s2": 0.7548, "lumo_ha": [0.1419, 0.1363], "spin_multiplicity": 2, "homo_ev": [1.08, -4.49], "total_charge": -1, "e_above_lowest_kj_mol": 165.0, "max_force_ev_per_a": 5.33, "orbital_gap_ev": [2.78, 8.20], "total_energy_ev": -10626.60047, "symbols": ["C", "C", "C", "C", "C", "C", "C", "H", "H", "H", "H", "H", "H", "H", "H", "C", "C", "C", "H", "H", "H", "H", "H", "H", "H", "H"], "coordinates": [[0.689, 1.486, 1.936], [1.019, 0.553, -0.336], [0.517, 1.631, 0.486], [0.783, 0.590, -1.687], [0.066, 2.823, -0.021], [0.190, 1.764, -2.216], [-0.031, 2.796, -1.428], [1.707, -0.206, 0.186], [1.162, -0.102, -2.396], [1.733, 1.081, 2.109], [0.205, 0.598, 2.416], [-0.139, 3.789, 0.371], [-0.018, 1.837, -3.278], [-0.578, 3.638, -1.925], [0.555, 2.397, 2.513], [-0.504, -2.609, -0.072], [-0.197, -2.752, 1.431], [-1.478, -1.594, -0.517], [-0.727, -3.549, -0.548], [0.522, -2.164, -0.504], [0.568, -1.900, 1.494], [-1.140, -2.618, 1.982], [-1.248, -1.251, -1.485], [0.268, -3.743, 1.727], [-1.409, -0.646, 0.044], [-2.516, -1.850, -0.282]], "atomic_forces_ev_per_a": [[1.4, -2.0, 1.3], [0.9, -0.6, 1.2], [-0.1, 0.2, 1.3], [-0.3, 1.9, -0.5], [0.7, -1.6, -2.9], [1.1, -3.9, -1.7], [-2.3, 4.7, 0.9], [-1.1, 0.9, -0.9], [0.3, -1.0, -0.3], [-0.1, 0.8, -0.1], [-0.5, 0.9, -0.4], [-0.2, 0.2, 1.4], [0.0, -0.1, 0.0], [0.8, -0.3, 0.6], [-0.2, 0.0, 0.1], [3.5, 0.4, -0.8], [0.7, 0.6, -0.7], [-1.4, 1.5, 2.4], [0.1, -0.5, -0.3], [-2.0, -1.5, 0.5], [-1.3, -1.2, 1.2], [0.6, 0.2, 0.3], [-0.4, 0.0, -1.6], [-0.4, 1.2, -0.5], [0.5, -0.3, 0.1], [-0.1, -0.4, -0.8]], "lowdin_charge": [-0.169, -0.185, -0.354, -0.177, -0.102, -0.203, -0.224, 0.053, 0.070, 0.043, 0.068, 0.078, 0.077, 0.087, 0.056, -0.371, -0.140, -0.171, 0.077, 0.114, 0.066, 0.059, 0.038, 0.069, 0.073, 0.069]}

{"formula": "C3H10O2", "method": "wB97M-V/def2-TZVPD", "lumo_ha": 0.0277, "smiles": "CCOC.O", "homo_ev": -9.52, "e_above_lowest_kj_mol": 84.5, "max_force_ev_per_a": 1.25, "orbital_gap_ev": 10.27, "total_energy_ev": -7367.20083, "symbols": ["C", "C", "O", "C", "H", "H", "H", "H", "H", "H", "H", "H", "O", "H", "H"], "coordinates": [[2.274, 1.513, 1.175], [1.797, 1.597, -0.286], [1.145, 0.418, -0.713], [0.000, 0.000, 0.000], [1.455, 1.597, 1.909], [3.048, 2.257, 1.425], [2.715, 0.506, 1.254], [2.652, 1.742, -0.975], [1.189, 2.522, -0.305], [-0.404, -0.972, -0.331], [-0.770, 0.774, -0.158], [0.222, -0.060, 1.079], [4.883, 2.752, 3.050], [5.352, 3.217, 2.321], [5.601, 2.368, 3.602]], "atomic_forces_ev_per_a": [[0.4, -0.7, -0.2], [0.1, 0.7, 1.0], [0.2, -0.6, -0.6], [-0.2, 1.0, 0.6], [0.3, 0.0, -0.4], [-0.4, -0.3, -0.2], [0.0, 0.4, 0.4], [-0.5, -0.2, 0.4], [-0.3, -0.4, -0.7], [0.6, 0.4, -0.2], [-0.2, -0.3, 0.3], [-0.2, -0.1, -0.3], [1.2, 0.1, -0.2], [-0.4, -0.5, 0.8], [-0.7, 0.4, -0.6]], "lowdin_charge": [-0.096, -0.290, -0.211, -0.116, 0.072, 0.054, 0.085, 0.121, 0.112, 0.091, 0.089, 0.075, -0.088, 0.051, 0.051]}

{"formula": "C6H10O2S", "method": "wB97M-V/def2-TZVPD", "lumo_ha": [-0.0342, -0.0407], "homo_ev": [-8.56, -8.64], "e_above_lowest_kj_mol": 354.2, "max_force_ev_per_a": 3.38, "orbital_gap_ev": [7.63, 7.53], "total_energy_ev": -21309.82232, "symbols": ["C", "C", "C", "C", "C", "C", "O", "O", "S", "H", "H", "H", "H", "H", "H", "H", "H", "H", "H"], "coordinates": [[-0.969, 0.534, 1.143], [-0.027, -2.183, -0.859], [-0.006, -2.013, 0.707], [-0.949, -0.959, -0.930], [-0.513, -0.586, 0.426], [1.835, 1.665, 1.333], [-0.640, 0.926, 2.279], [1.256, 1.851, -1.043], [1.641, 0.775, -0.104], [-1.542, 1.146, 0.457], [1.037, -2.224, -1.241], [-0.491, -3.147, -1.015], [-0.523, -2.605, 1.416], [1.041, -2.029, 0.969], [-0.603, -0.192, -1.637], [-2.069, -1.363, -1.035], [2.094, 2.693, 1.014], [2.560, 1.232, 1.970], [0.997, 1.802, 1.940]], "atomic_forces_ev_per_a": [[0.8, 0.9, 1.3], [0.2, -2.1, 1.5], [2.3, 2.3, -1.1], [-0.8, -0.3, -1.7], [0.6, -1.2, 1.1], [1.5, 1.6, 0.3], [-1.0, -0.8, -0.9], [-0.2, -0.3, -1.0], [-1.2, -0.6, -0.8], [-0.6, 0.9, 0.0], [-1.5, 0.6, 0.1], [-0.1, -0.1, -1.0], [-1.0, -0.7, 0.2], [0.4, 0.1, 0.8], [-1.0, -0.2, -0.5], [2.3, 1.4, 0.1], [0.3, -0.6, 0.1], [1.1, -0.4, 0.6], [-1.9, -0.2, 0.8]], "lowdin_charge": [-0.296, -0.172, -0.112, -0.174, -0.292, -0.319, -0.026, -0.526, 0.960, 0.130, 0.124, 0.089, 0.102, 0.088, 0.103, 0.176, 0.085, 0.048, 0.011]}

{"formula": "C6H14N4O", "method": "wB97M-V/def2-TZVPD", "lumo_ha": [-0.3438, -0.3440], "homo_ev": [-17.04, -17.04], "total_charge": 2, "e_above_lowest_kj_mol": 475.4, "max_force_ev_per_a": 5.58, "orbital_gap_ev": [7.69, 7.68], "total_energy_ev": -14434.78130, "symbols": ["C", "C", "C", "C", "C", "C", "N", "N", "N", "N", "O", "H", "H", "H", "H", "H", "H", "H", "H", "H", "H", "H", "H", "H", "H"], "coordinates": [[1.230, -0.866, -0.334], [1.255, 1.464, 0.029], [-0.252, -0.833, -0.059], [-0.904, -2.081, -0.588], [-0.268, -0.784, 1.500], [-2.592, 1.975, -0.484], [-0.885, 0.290, -0.683], [1.874, 0.289, -0.086], [1.760, 2.612, 0.378], [1.912, -1.895, -0.662], [-1.876, 0.788, -0.084], [-0.958, -1.990, -1.638], [-1.942, -2.159, -0.384], [-0.400, -2.911, -0.205], [0.468, -1.595, 1.888], [-1.215, -1.269, 1.848], [-0.238, 0.160, 1.877], [-3.584, 1.586, -0.827], [-2.009, 2.588, -1.207], [-2.689, 2.545, 0.568], [2.908, 0.237, -0.124], [1.136, 3.435, 0.184], [2.653, 2.851, 0.667], [1.709, -2.805, -0.945], [2.907, -1.631, -0.629]], "atomic_forces_ev_per_a": [[-2.1, 1.3, -0.5], [-2.8, 0.8, -0.1], [-0.4, -0.5, 2.4], [-0.8, 1.2, -0.7], [-0.9, -5.5, -0.4], [-0.5, 1.6, 1.2], [0.2, 3.1, -1.5], [3.1, 0.0, 0.2], [-3.0, -0.1, -1.6], [2.8, 2.2, 0.7], [1.5, -2.4, 1.6], [0.7, -0.5, -1.5], [-0.9, 0.1, 1.1], [0.7, -1.6, 0.3], [-0.7, 1.9, -0.4], [0.4, 0.7, -0.4], [0.7, 2.6, 1.2], [0.9, 0.7, 0.2], [-0.5, -0.7, 0.3], [0.0, -1.3, -2.6], [-0.4, 0.1, 0.2], [0.9, -1.1, 0.7], [2.4, 0.2, 0.5], [-1.1, -1.6, -0.4], [-0.2, -1.2, -0.4]], "lowdin_charge": [-0.231, -0.071, -0.471, 0.027, 0.037, 0.055, 0.198, 0.120, 0.205, 0.332, -0.065, 0.105, 0.111, 0.093, 0.156, 0.127, 0.053, 0.131, 0.115, 0.169, 0.198, 0.167, 0.110, 0.150, 0.179]}

{"formula": "C29H29N2NdO4S", "method": "wB97M-V/def2-TZVPD", "s2": 3.7546, "lumo_ha": [-0.0026, -0.0025], "spin_multiplicity": 4, "homo_ev": [-7.76, -7.83], "e_above_lowest_kj_mol": 0.0, "max_force_ev_per_a": 3.21, "orbital_gap_ev": [7.69, 7.76], "total_energy_ev": -67824.89484, "symbols": ["C", "C", "C", "H", "C", "C", "H", "C", "C", "C", "H", "C", "C", "H", "H", "H", "H", "H", "H", "Nd", "C", "C", "C", "H", "H", "H", "H", "H", "H", "C", "C", "H", "H", "O", "N", "C", "H", "C", "C", "H", "C", "H", "C", "H", "C", "H", "C", "H", "H", "H", "O", "C", "N", "S", "O", "O", "C", "C", "C", "C", "C", "C", "H", "H", "H", "H"], "coordinates": [[2.402, 0.035, 1.313], [2.286, -0.739, 0.128], [1.905, 0.132, -0.926], [2.508, -1.806, 0.031], [1.753, 1.446, -0.392], [2.074, 1.386, 0.995], [1.505, 2.343, -0.961], [-1.443, -2.214, 1.851], [-0.151, -2.580, 1.377], [-0.213, -2.623, -0.051], [0.728, -2.763, 2.005], [-1.538, -2.290, -0.473], [-2.292, -2.038, 0.726], [1.862, -0.122, -1.988], [2.137, 2.238, 1.669], [2.759, -0.339, 2.274], [-3.356, -1.822, 0.763], [0.596, -2.938, -0.714], [-1.745, -2.109, 2.901], [-0.196, 0.097, 0.724], [-1.928, -1.721, -1.854], [-3.444, -1.738, -2.017], [-1.187, -2.412, -3.004], [-3.862, -2.738, -1.815], [-3.734, -1.427, -3.030], [-3.900, -1.029, -1.314], [-1.375, -3.496, -3.051], [-0.098, -2.290, -2.926], [-1.484, -1.990, -3.975], [-1.434, -0.245, -1.695], [-1.926, 1.094, -2.286], [-0.338, -0.239, -1.930], [-1.819, -0.003, -0.650], [-2.364, 1.886, -1.419], [-1.506, 1.402, -3.594], [-0.310, 2.333, -3.647], [-2.275, 1.813, -4.117], [0.963, 1.664, -4.090], [2.157, 2.369, -3.889], [2.120, 3.355, -3.421], [3.385, 1.808, -4.240], [4.312, 2.345, -4.043], [3.425, 0.542, -4.846], [4.382, 0.109, -5.155], [2.230, -0.149, -5.088], [2.243, -1.127, -5.579], [0.997, 0.414, -4.709], [0.053, -0.114, -4.875], [-0.144, 2.762, -2.629], [-0.560, 3.167, -4.343], [1.516, -1.568, 3.954], [0.753, -0.604, 4.105], [0.287, 0.132, 3.038], [-0.493, 1.533, 3.387], [0.378, 2.661, 3.149], [-1.677, 1.417, 2.494], [-0.609, 1.083, 5.083], [-1.217, 1.785, 6.113], [-1.044, 1.310, 7.423], [-0.233, 0.189, 7.684], [0.389, -0.499, 6.638], [0.172, -0.044, 5.339], [-1.834, 2.641, 5.858], [-1.535, 1.827, 8.242], [-0.064, -0.134, 8.711], [1.051, -1.364, 6.759]], "atomic_forces_ev_per_a": [[0.5, 0.3, -0.6], [0.4, 0.4, 0.0], [0.2, 0.2, -0.1], [-0.1, 0.5, 0.1], [0.6, -0.1, 0.1], [0.7, -0.1, -0.6], [0.1, -0.3, 0.2], [0.1, -0.2, -0.3], [-0.2, 0.2, 0.0], [-0.4, 0.1, 0.0], [-0.5, 0.0, -0.4], [0.5, 0.6, 0.8], [0.4, 0.0, -0.2], [-0.2, 0.0, 0.4], [-0.2, -0.4, -0.2], [-0.4, 0.1, -0.4], [0.2, 0.1, 0.1], [-0.3, 0.3, 0.3], [0.2, -0.1, -0.6], [0.0, -2.1, 0.9], [0.2, -0.2, 0.1], [-0.3, 0.0, -0.1], [0.0, -0.2, -0.3], [0.2, 0.4, -0.1], [0.1, -0.1, 0.2], [0.0, -0.2, -0.1], [-0.1, 0.4, 0.2], [-0.2, 0.0, 0.1], [0.0, 0.0, 0.2], [-1.2, 0.8, 0.1], [0.2, 0.5, 2.8], [-0.5, 0.1, 0.7], [0.4, -0.5, -1.7], [0.6, -1.3, -2.9], [0.0, 0.8, -0.7], [-0.8, 0.1, 0.4], [0.1, 0.1, 0.2], [0.4, -0.1, -0.3], [0.2, -0.4, 0.0], [0.1, -0.2, -0.1], [-0.3, -0.3, -0.2], [-0.2, -0.1, -0.1], [-0.3, 0.1, -0.1], [-0.4, 0.1, 0.2], [-0.1, 0.3, 0.1], [0.0, 0.4, 0.2], [0.3, 0.0, 0.1], [0.4, 0.1, 0.0], [-0.2, -0.1, -0.8], [0.2, -0.5, 0.6], [-1.2, 1.2, 1.0], [0.8, -0.6, -2.2], [0.0, 0.4, 0.7], [1.3, -2.7, -1.2], [-1.1, 0.2, 0.7], [0.6, 0.8, 1.0], [-0.6, 0.7, 1.5], [0.0, -0.5, 0.0], [0.2, -0.2, -0.3], [0.0, 0.2, -0.2], [-0.2, 0.3, -0.4], [0.0, 0.1, 0.8], [0.1, 0.0, 0.4], [0.1, -0.1, -0.1], [-0.2, 0.1, -0.3], [-0.4, 0.4, 0.2]], "lowdin_charge": [-0.187, -0.190, -0.228, 0.112, -0.228, -0.221, 0.092, -0.186, -0.208, -0.156, 0.097, -0.260, -0.134, 0.095, 0.098, 0.106, 0.103, 0.105, 0.109, 1.866, -0.482, -0.036, -0.035, 0.102, 0.089, 0.086, 0.097, 0.078, 0.082, -0.151, -0.388, 0.103, 0.050, 0.066, 0.039, -0.117, 0.129, -0.245, -0.061, 0.118, -0.074, 0.105, -0.087, 0.103, -0.078, 0.104, -0.053, 0.099, 0.119, 0.140, 0.047, -0.475, -0.252, 0.671, -0.285, -0.397, -0.216, -0.029, -0.054, -0.050, 0.014, -0.127, 0.122, 0.106, 0.109, 0.132]}

Q: Number 4 is which compound?
A: C6H10O2S

Q: Number 1 is which compound?
A: C2H3P3